The following is a quantum chemistry calculation of C15H12N2O7RuSe as an isolated structure, from the OMol25 dataset.

Values from the calculation:
- HOMO-LUMO gap: 7.192 eV
- E_HOMO: -9.03 eV
- LUMO energy: -0.0676 Ha
- E_tot: -3711.176684 hartree

Each line ends with the Mulliken charge.
Element x y z (Å)
Ru (0.6149, -0.3382, -0.2465)  1.18
C (3.4581, 0.8211, 2.5326)  -0.72
O (2.7875, 0.3245, 3.7023)  -0.50
C (1.8518, -0.6430, 3.6270)  0.46
C (1.7310, -1.4494, 4.7517)  -0.52
C (0.8018, -2.4777, 4.8227)  -0.65
C (-0.0224, -2.7259, 3.7492)  -0.95
C (0.0701, -1.9340, 2.5986)  0.22
C (-0.8617, -2.1959, 1.5322)  -0.07
N (-0.8129, -1.5927, 0.4037)  0.36
N (-1.8692, -1.7799, -0.4776)  -0.91
C (-1.7778, -0.9127, -1.4229)  0.92
O (-0.8012, 0.0141, -1.4366)  -0.97
C (-2.7537, -0.8373, -2.5189)  0.45
C (-2.5697, 0.0806, -3.5490)  -0.38
C (-3.4890, 0.1441, -4.5843)  -0.63
C (-4.5881, -0.7015, -4.5912)  -0.38
C (-4.7715, -1.6177, -3.5623)  -0.60
C (-3.8570, -1.6897, -2.5276)  -0.32
C (0.9837, -0.8664, 2.5429)  1.21
O (1.0740, 0.0025, 1.5036)  -0.83
H (4.3313, 1.3412, 2.9166)  0.28
H (2.8337, 1.5106, 1.9727)  0.24
H (3.7783, 0.0051, 1.8849)  0.35
H (2.4012, -1.2447, 5.5761)  0.44
H (0.7381, -3.0841, 5.7154)  0.40
H (-0.7510, -3.5256, 3.7783)  0.38
H (-1.6768, -2.8954, 1.6936)  0.41
H (-1.7098, 0.7351, -3.5360)  0.40
H (-3.3447, 0.8549, -5.3867)  0.40
H (-5.3047, -0.6489, -5.4005)  0.39
H (-5.6292, -2.2771, -3.5695)  0.39
H (-3.9848, -2.3995, -1.7222)  0.43
O (1.7928, -1.5323, -0.9624)  -0.59
Se (3.0951, -0.3704, -1.5262)  1.49
O (3.2303, -0.4871, -3.1030)  -0.59
O (2.1013, 0.8850, -1.0028)  -0.58
O (4.3613, -0.6080, -0.5920)  -0.62

Cartesian forces (eV/Å) of the 2 atoms listed first:
0.2 -0.4 -0.2
0.1 -0.1 0.0

The following is a quantum chemistry calculation of a 7-piece molecular cluster, C36H76BN7O12PS overall in a non-equilibrium geometry, from the OMol25 dataset.

Values from the calculation:
- HOMO-LUMO gap: 4.270 eV
- Charge: -1
- E_HOMO: -2.98 eV
- LUMO energy: 0.0475 Ha
- E_tot: -3467.839090 hartree

Each line ends with the Mulliken charge.
Element x y z (Å)
C (3.9855, 0.5585, 0.5758)  -1.58
C (3.0715, -0.1724, -0.4253)  1.09
C (3.8812, -1.0126, -1.3927)  -2.75
P (2.8583, -2.1374, -2.6078)  2.30
C (2.4523, -3.4606, -1.1538)  -0.96
C (2.6533, -4.8540, -1.5293)  -0.15
O (1.8585, -5.5465, -2.1361)  -0.59
C (3.0565, -0.7915, -3.9841)  -1.77
C (1.9521, -0.8208, -5.0414)  2.39
C (2.2251, 0.2360, -6.1430)  -1.41
C (1.2603, 1.4266, -6.0373)  -0.56
S (1.9027, 2.8724, -5.2379)  1.18
O (0.8032, 3.5559, -4.6077)  -0.66
O (2.6696, 3.6244, -6.1808)  -0.66
O (2.8974, 2.3939, -4.1145)  -0.44
B (4.4440, -3.1382, -3.2358)  1.94
O (4.4901, -3.4321, -4.5831)  -0.84
N (5.5886, -3.6535, -2.4102)  -0.18
C (5.9530, -4.9866, -2.9341)  -1.07
C (6.7727, -2.7835, -2.6029)  -1.12
O (2.3072, 0.8533, -1.0908)  -0.13
C (1.0760, 1.1556, -0.4543)  -1.47
C (-0.0258, 0.3134, -1.0635)  0.56
C (-0.5117, -0.7974, -0.3862)  -0.20
C (-1.4914, -1.5858, -0.9931)  -0.67
C (-1.9551, -1.2487, -2.2609)  -0.38
C (-1.4717, -0.1321, -2.9292)  -0.46
C (-0.4969, 0.6635, -2.3290)  -0.32
H (3.3669, 1.0732, 1.3076)  0.26
H (4.5132, 1.3358, 0.0219)  0.32
H (4.6695, -0.1274, 1.0648)  0.39
H (2.4272, -0.8157, 0.1844)  0.05
H (4.5069, -1.6699, -0.7821)  0.70
H (4.5693, -0.3336, -1.9083)  0.60
H (1.6124, -1.4570, -2.2546)  -1.36
H (2.0501, -3.0095, -3.5100)  -0.08
H (2.9720, -3.2477, -0.2168)  0.34
H (1.3876, -3.3301, -0.9425)  0.41
H (3.6244, -5.3038, -1.2372)  0.40
H (4.0543, -0.7790, -4.4380)  0.36
H (2.9578, 0.1491, -3.4477)  0.06
H (1.0173, -0.5740, -4.5324)  -0.35
H (1.8408, -1.8182, -5.4542)  -0.88
H (2.0701, -0.2335, -7.1171)  0.52
H (3.2703, 0.5321, -6.1136)  0.44
H (0.3223, 1.1417, -5.5714)  0.21
H (1.0074, 1.7649, -7.0406)  0.52
H (2.4561, 2.3682, -3.2493)  0.34
H (3.5798, -3.4120, -4.9160)  0.12
H (5.0817, -5.5606, -3.2428)  0.16
H (6.6272, -4.9102, -3.7946)  0.42
H (6.4760, -5.5707, -2.1699)  0.31
H (6.8418, -2.4199, -3.6350)  0.28
H (7.6662, -3.3792, -2.4190)  0.43
H (6.7298, -1.9556, -1.8990)  0.22
H (1.1489, 0.9380, 0.6148)  0.38
H (0.8588, 2.2178, -0.5673)  0.52
H (-0.1210, -1.0632, 0.5857)  0.34
H (-1.8571, -2.4694, -0.4902)  0.38
H (-2.6944, -1.8890, -2.7256)  0.39
H (-1.8055, 0.1326, -3.9240)  0.40
H (-0.1006, 1.5271, -2.8454)  0.56
C (2.7188, 2.2981, 4.1949)  0.09
O (3.4784, 1.4948, 3.6907)  -0.61
N (3.0656, 3.5470, 4.5688)  0.17
C (2.1132, 4.4631, 5.1640)  -0.92
C (4.4375, 3.9737, 4.3615)  -0.98
H (1.6577, 2.0673, 4.3892)  0.34
H (2.0228, 5.3567, 4.5426)  0.38
H (2.4549, 4.7546, 6.1619)  0.36
H (1.1351, 3.9967, 5.2459)  0.21
H (4.6901, 3.9173, 3.3020)  0.30
H (5.1190, 3.3191, 4.9068)  0.30
H (4.5580, 4.9967, 4.7105)  0.37
C (-1.9768, 5.3300, 5.5745)  0.12
O (-1.1817, 4.5445, 5.0883)  -0.61
N (-1.6958, 6.5858, 5.9562)  0.15
C (-2.7085, 7.4604, 6.5283)  -0.86
C (-0.3408, 7.0779, 5.7890)  -0.84
H (-3.0315, 5.0599, 5.7423)  0.22
H (-2.8171, 8.3486, 5.9014)  0.32
H (-2.4095, 7.7652, 7.5317)  0.32
H (-3.6635, 6.9527, 6.5907)  0.26
H (-0.0557, 7.0373, 4.7367)  0.27
H (0.3550, 6.4559, 6.3540)  0.22
H (-0.2795, 8.1038, 6.1428)  0.41
C (-0.0508, -4.2234, -6.4905)  0.28
O (0.6552, -3.4486, -5.8793)  -0.72
N (-1.3542, -4.0235, -6.7843)  0.14
C (-2.1325, -5.0013, -7.5112)  -0.99
C (-1.9769, -2.7854, -6.3487)  -0.85
H (0.3364, -5.1853, -6.8679)  0.07
H (-2.5148, -4.5648, -8.4379)  0.34
H (-2.9776, -5.3364, -6.9038)  0.34
H (-1.5116, -5.8608, -7.7570)  0.30
H (-1.4557, -1.9318, -6.7859)  0.24
H (-1.9139, -2.6982, -5.2625)  0.27
H (-3.0204, -2.7713, -6.6566)  0.39
C (2.5267, -7.7764, -7.3541)  0.09
O (1.6790, -7.0728, -7.8793)  -0.59
N (2.8952, -7.7087, -6.0672)  0.23
C (3.9032, -8.5839, -5.5078)  -0.86
C (2.2600, -6.7211, -5.2034)  -0.79
H (3.0694, -8.5553, -7.9189)  0.20
H (3.4751, -9.1730, -4.6941)  0.32
H (4.7336, -7.9928, -5.1172)  0.26
H (4.2801, -9.2602, -6.2736)  0.31
H (1.1840, -6.8954, -5.1834)  0.28
H (2.4380, -5.7194, -5.5946)  0.03
H (2.6555, -6.7909, -4.1938)  0.46
C (-5.5085, 6.1390, 9.0666)  0.11
O (-5.1294, 6.9719, 8.2561)  -0.58
N (-5.8427, 4.8735, 8.7782)  0.17
C (-6.2884, 3.9498, 9.8163)  -0.78
C (-5.7451, 4.4367, 7.3957)  -0.90
H (-5.6102, 6.3774, 10.1384)  0.25
H (-5.6129, 3.0948, 9.8645)  0.30
H (-7.2882, 3.6006, 9.6131)  0.25
H (-6.2781, 4.4675, 10.7752)  0.32
H (-4.7188, 4.5538, 7.0480)  0.23
H (-6.3912, 5.0497, 6.7650)  0.30
H (-6.0401, 3.3986, 7.3192)  0.34
C (-8.5777, 1.5690, 7.4231)  0.11
O (-7.8574, 2.2560, 8.1312)  -0.54
N (-9.8338, 1.8896, 7.0809)  0.11
C (-10.6449, 1.0358, 6.2337)  -0.92
C (-10.3945, 3.1357, 7.5782)  -0.91
H (-8.2397, 0.6105, 6.9992)  0.26
H (-10.9359, 1.5753, 5.3309)  0.34
H (-11.5448, 0.7270, 6.7687)  0.34
H (-10.0831, 0.1495, 5.9482)  0.29
H (-9.7898, 3.9773, 7.2391)  0.27
H (-10.3952, 3.1340, 8.6687)  0.29
H (-11.4121, 3.2496, 7.2144)  0.37

Cartesian forces (eV/Å) of the 2 atoms listed first:
-0.7 0.3 -0.5
1.0 0.2 0.6